[1]
# C33H59CrF2N2PSi4Te

A structure of composition C33H59CrF2N2PSi4Te at a distorted geometry (ωB97M-V with the def2-TZVPD basis set, OMol25).

Output
**<S²>**: 6.044
**Kohn-Sham gap (spin up / spin down)**: 5.6 / 5.7 eV
**2S+1**: 5

Each line ends with the Mulliken charge.
Atoms and positions in Å:
Cr: 0.6849 1.6566 0.2541  -0.54
N: 0.6884 3.4855 2.1013  -0.25
C: 2.0405 3.9212 2.1625  -0.50
C: 2.5309 4.6676 3.2087  -0.40
C: 3.8863 5.0276 3.2587  -0.92
C: 4.7227 4.7116 2.2220  -0.87
C: 4.2389 3.9901 1.1107  0.78
C: 5.0189 3.7206 -0.0310  -0.96
C: 4.4486 3.0320 -1.0703  -0.79
C: 3.1587 2.5195 -0.9251  -0.79
N: 2.4142 2.6932 0.1557  1.33
C: 2.9023 3.5211 1.1205  0.63
H: 0.1866 3.9770 1.3645  0.12
H: 0.2189 3.6673 2.9795  0.30
H: 1.8571 4.9678 4.0018  0.41
H: 4.2603 5.5680 4.1180  0.41
H: 5.7646 5.0060 2.2394  0.43
H: 6.0391 4.0784 -0.0850  0.44
H: 4.9884 2.8521 -1.9892  0.45
H: 2.7178 1.9382 -1.7259  0.51
C: 4.6857 0.1403 2.0543  -1.89
C: 3.3512 -0.3270 2.6446  2.18
C: 3.5580 -1.6709 3.3432  -1.65
C: 2.9338 0.6919 3.7113  -1.65
P: 1.9368 -0.3199 1.3272  0.74
C: 0.6974 -1.1702 2.3961  1.01
C: -0.0711 -0.3196 3.1993  -0.50
C: -1.0059 -0.8171 4.0878  -0.62
C: -1.2337 -2.1849 4.1544  -0.82
C: -0.4933 -3.0377 3.3563  -0.71
C: 0.4844 -2.5377 2.5039  -0.68
C: 2.4504 -1.4673 -0.1223  2.93
C: 1.3542 -1.3013 -1.1839  -1.72
C: 2.6179 -2.9719 0.1130  -1.83
C: 3.7606 -0.9225 -0.7130  -1.99
H: 5.3618 0.4146 2.8688  0.55
H: 4.5671 1.0172 1.4140  0.27
H: 5.1746 -0.6490 1.4882  0.27
H: 4.3853 -1.5699 4.0522  0.51
H: 3.8245 -2.4656 2.6486  0.25
H: 2.6737 -1.9722 3.9006  0.29
H: 3.7540 0.8336 4.4209  0.59
H: 2.0660 0.3527 4.2724  0.32
H: 2.7105 1.6563 3.2662  0.17
H: 0.0616 0.7527 3.1113  0.18
H: -1.5835 -0.1401 4.7042  0.42
H: -1.9908 -2.5770 4.8214  0.39
H: -0.6724 -4.1052 3.3899  0.47
H: 1.0723 -3.2329 1.9265  0.39
H: 0.3973 -1.6745 -0.8180  -0.39
H: 1.6268 -1.8730 -2.0763  0.72
H: 1.2280 -0.2561 -1.4811  -0.18
H: 1.6534 -3.4779 0.1310  0.22
H: 3.1661 -3.2087 1.0221  0.20
H: 3.1831 -3.3897 -0.7250  0.51
H: 3.8330 0.1623 -0.6466  0.19
H: 3.8194 -1.1939 -1.7702  0.51
H: 4.6270 -1.3570 -0.2188  0.37
F: 0.3677 2.7478 -2.1722  -0.35
C: -0.1137 3.1524 -0.8856  0.06
F: 0.5405 4.3980 -0.6498  -0.31
H: -1.1488 3.4490 -1.0716  0.17
C: -4.1362 -0.0582 -4.8912  -1.15
Si: -2.9742 0.7325 -3.6142  0.75
C: -1.2729 0.9263 -4.4227  -0.56
C: -3.6291 2.4624 -3.2205  -0.79
Si: -2.9031 -0.6127 -1.6873  0.05
Te: -1.5654 0.4761 0.1765  -0.22
Si: -2.2218 -2.7945 -2.2993  0.79
C: -3.7043 -3.7663 -2.9819  -1.16
C: -0.9105 -2.8761 -3.6739  -0.96
C: -1.5642 -3.7557 -0.7955  -0.86
Si: -4.9418 -0.8318 -0.5206  0.60
C: -5.5820 0.8995 -0.0909  -1.06
C: -4.6036 -1.7847 1.0828  -0.95
C: -6.3360 -1.7701 -1.4115  -1.11
H: -4.2886 0.5991 -5.7502  0.39
H: -5.1155 -0.2661 -4.4538  0.27
H: -3.7292 -1.0021 -5.2623  0.26
H: -1.3630 1.3829 -5.4114  0.38
H: -0.7736 -0.0375 -4.5442  0.20
H: -0.6257 1.5651 -3.8177  -0.07
H: -3.7166 3.0682 -4.1253  0.39
H: -2.9562 2.9800 -2.5335  0.03
H: -4.6120 2.4152 -2.7475  0.24
H: -4.2776 -3.1661 -3.6929  0.28
H: -4.3808 -4.0632 -2.1780  0.27
H: -3.3808 -4.6731 -3.4976  0.38
H: -1.2826 -2.4020 -4.5857  0.32
H: -0.6676 -3.9129 -3.9182  0.41
H: 0.0167 -2.3736 -3.3950  0.07
H: -2.3223 -4.4453 -0.4173  0.49
H: -1.3131 -3.0721 0.0187  -0.19
H: -0.6743 -4.3422 -1.0370  0.42
H: -4.7614 1.5066 0.2971  0.23
H: -6.3708 0.8679 0.6639  0.39
H: -5.9823 1.4020 -0.9744  0.27
H: -3.8624 -1.2582 1.6872  0.15
H: -4.1987 -2.7755 0.8588  0.22
H: -5.5107 -1.9157 1.6774  0.42
H: -6.3163 -1.6120 -2.4921  0.28
H: -7.3156 -1.4518 -1.0490  0.39
H: -6.2528 -2.8443 -1.2361  0.32

[2]
# C34H43N3O5

A cluster of 2 separate species, C34H43N3O5 in total at a distorted geometry (ωB97M-V with the def2-TZVPD basis set, OMol25).

Output
**Energy relative to the best compared isomer or geometry (same formula, charge and spin)**: 49.6 kcal/mol
**Kohn-Sham gap**: 2.4 eV
**2S+1**: 1

Each line ends with the Mulliken charge.
Atoms and positions in Å:
C: 3.6330 2.0894 1.8323  -1.30
C: 3.0852 0.7111 2.1283  -0.02
O: 1.7595 0.6017 1.6742  -0.25
C: 1.2410 -0.6539 1.8660  0.73
C: -0.1597 -0.8438 1.6010  -0.54
C: -0.7777 -2.2046 1.7389  0.84
C: -0.9768 -2.5470 3.2070  -1.11
C: 0.0132 -3.2771 0.9981  -1.78
C: -1.0576 0.2646 1.4261  0.42
O: -0.6776 1.4072 1.1793  -0.74
O: -2.3853 -0.0328 1.6253  -0.33
C: -3.1250 1.1597 1.6375  -0.34
C: -2.8686 1.9659 2.8920  -0.93
O: 1.9189 -1.5932 2.2785  -0.74
H: 4.6443 2.2228 2.2177  0.39
H: 3.6428 2.2718 0.7571  0.31
H: 2.9891 2.8504 2.2748  0.30
H: 3.6718 -0.0815 1.6466  0.30
H: 3.0744 0.5016 3.2056  0.14
H: -1.7733 -2.1449 1.2644  0.40
H: -1.5546 -1.7721 3.7112  -0.07
H: -1.4960 -3.4968 3.3304  0.45
H: -0.0101 -2.6177 3.7033  0.26
H: 0.1230 -3.0311 -0.0588  0.39
H: 1.0126 -3.3595 1.4234  0.27
H: -0.4711 -4.2509 1.0738  0.46
H: -2.8314 1.7174 0.7375  0.36
H: -4.1840 0.8993 1.5245  0.35
H: -3.4974 2.8547 2.9449  0.42
H: -3.0403 1.3632 3.7831  -0.02
H: -1.8248 2.2801 2.9220  0.39
C: -6.6058 -0.4373 9.8257  -1.02
N: -5.6858 -0.6912 8.7303  0.28
C: -6.0177 -1.5775 7.7302  0.36
O: -7.0404 -2.2253 7.6561  -0.68
C: -4.8580 -1.5763 6.7438  -0.05
C: -5.3168 -1.1437 5.3513  -0.29
C: -6.3458 -2.0494 4.7546  0.53
C: -6.1775 -3.3797 4.4659  -0.69
N: -7.3358 -3.8951 3.9347  0.00
C: -8.2884 -2.8886 3.8842  -0.69
C: -9.6255 -2.8741 3.4564  -0.79
C: -10.3251 -1.6996 3.5236  -0.56
C: -9.7215 -0.5286 4.0100  -0.77
C: -8.4223 -0.5215 4.4388  -0.52
C: -7.6842 -1.7157 4.3822  1.06
N: -3.8122 -0.6655 7.3058  0.47
C: -2.5691 -0.4756 6.7767  -0.02
C: -1.6369 0.3756 7.3262  0.73
C: -0.3622 0.5892 6.8452  -1.08
C: 0.5651 1.4695 7.4752  0.85
C: 1.8560 1.6506 6.9396  -0.45
C: 2.7597 2.4945 7.5446  -0.72
C: 2.4143 3.1841 8.6954  -0.31
C: 1.1533 3.0265 9.2431  -0.84
C: 0.2418 2.1865 8.6490  -0.29
C: -4.3334 -0.0718 8.5860  0.20
C: -4.4852 1.4414 8.4658  -1.58
C: -3.4815 -0.5013 9.7760  -1.63
H: -7.5229 -1.0011 9.6596  0.38
H: -6.1651 -0.7543 10.7690  0.31
H: -6.8486 0.6229 9.8822  0.32
H: -4.4372 -2.5880 6.7002  0.45
H: -5.7232 -0.1322 5.4260  0.25
H: -4.4638 -1.0752 4.6684  0.18
H: -5.2734 -3.9379 4.6456  0.48
H: -7.4917 -4.8740 3.6813  0.22
H: -10.0822 -3.7766 3.0903  0.40
H: -11.3553 -1.6719 3.2060  0.39
H: -10.2947 0.3821 4.0412  0.40
H: -7.9578 0.3721 4.8145  0.42
H: -2.3109 -1.0304 5.8948  0.76
H: -1.9160 0.9185 8.2061  -0.74
H: -0.0501 0.0666 5.9574  0.63
H: 2.1293 1.1162 6.0453  0.56
H: 3.7433 2.6185 7.1210  0.41
H: 3.1253 3.8439 9.1664  0.40
H: 0.8821 3.5628 10.1390  0.40
H: -0.7286 2.0848 9.1011  0.38
H: -5.1787 1.6870 7.6640  0.35
H: -4.8837 1.8587 9.3881  0.47
H: -3.5456 1.9429 8.2480  0.37
H: -3.4929 -1.5863 9.8620  0.40
H: -2.4434 -0.1920 9.6866  0.40
H: -3.8836 -0.0870 10.6987  0.47

Question: Among the records above, which one has the lowest 2S+1?
Answer: C34H43N3O5